The following is a quantum chemistry calculation of a molecular structure, C31H30IrN3O2P2Se4, from the Open Molecules 2025 dataset.

Structure (XYZ):
```
73
C31H30IrN3O2P2Se4 | the Open Molecules 2025 dataset | the ωB97M-V functional and the def2-TZVPD basis
Ir 0.164 -0.120 -0.057
O -2.243 -0.127 3.347
C -1.787 -1.305 3.977
C -0.365 -1.668 3.534
C 0.184 -2.526 4.701
O 1.474 -3.066 4.478
C -0.334 -2.568 2.288
Se -1.197 -1.895 0.671
C 0.566 -0.460 3.412
Se 0.402 0.907 2.014
H -3.180 -0.017 3.533
H -2.445 -2.156 3.754
H -1.783 -1.165 5.067
H -0.538 -3.323 4.920
H 0.272 -1.904 5.594
H 1.404 -3.796 3.857
H -0.830 -3.514 2.522
H 0.701 -2.785 2.024
H 1.589 -0.826 3.348
H 0.496 0.143 4.322
Se 5.380 3.167 -2.821
P 3.510 4.118 -2.700
C 3.505 5.690 -1.813
C 3.543 6.895 -2.506
C 3.617 8.092 -1.808
C 3.655 8.084 -0.422
C 3.622 6.880 0.270
C 3.551 5.684 -0.422
C 2.750 4.470 -4.315
C 1.429 4.908 -4.386
C 0.859 5.176 -5.620
C 1.601 5.010 -6.783
C 2.917 4.576 -6.712
C 3.494 4.305 -5.478
C 2.290 3.126 -1.832
C 2.192 1.766 -1.540
N 1.004 1.623 -0.901
N 0.417 2.798 -0.804
N 1.172 3.715 -1.363
P 3.220 0.332 -1.714
Se 2.088 -1.299 -0.733
C 3.557 -0.075 -3.427
C 3.091 0.724 -4.463
C 3.338 0.362 -5.778
C 4.048 -0.795 -6.057
C 4.496 -1.608 -5.023
C 4.242 -1.256 -3.709
C 4.742 0.505 -0.767
C 5.997 0.226 -1.291
C 7.116 0.351 -0.482
C 6.980 0.766 0.835
C 5.724 1.051 1.354
C 4.600 0.911 0.557
H 3.511 6.903 -3.588
H 3.642 9.029 -2.348
H 3.708 9.018 0.122
H 3.648 6.874 1.352
H 3.523 4.745 0.116
H 0.849 5.028 -3.478
H -0.168 5.512 -5.674
H 1.151 5.220 -7.745
H 3.500 4.450 -7.616
H 4.518 3.958 -5.407
H 2.527 1.624 -4.258
H 2.974 0.994 -6.577
H 4.244 -1.076 -7.084
H 5.034 -2.520 -5.243
H 4.573 -1.904 -2.905
H 6.109 -0.054 -2.330
H 8.096 0.140 -0.888
H 7.858 0.873 1.459
H 5.619 1.376 2.380
H 3.614 1.118 0.962
```

Properties
Kohn-Sham gap	6.339	eV
largest force on an atom	0.38	eV/Å
HOMO	-7.2	eV
2S+1	1
DFT total energy	-324001.855	eV

Atom charges from the Mulliken analysis, given in e for atoms 1 to 8:
1 Ir 0.67
2 O -0.41
3 C -1.14
4 C 2.30
5 C -1.32
6 O -0.52
7 C -1.66
8 Se -0.12